Entry 1:
Here is a molecular structure, C27H38ClGaN4O6S2 in a non-equilibrium geometry from OMol25. Energies are from wB97M-V/def2-TZVPD.

Geometry as XYZ:
```
79
Properties=species:S:1:pos:R:3:forces:R:3:mulliken_charge:R:1
C -0.961088 -5.246414 -0.057199 0.3 -0.2 -0.1 -0.990
C 1.511138 0.413488 2.913233 -0.5 -0.1 -0.3 0.080
H 0.397919 -2.257591 -1.044141 -0.4 -0.7 0.5 0.079
Cl -4.442005 -1.069912 0.913714 0.3 -0.2 0.8 -0.435
O -1.389183 -0.899028 2.134952 -1.0 0.8 1.9 0.028
H 3.446359 0.627440 1.047151 0.0 0.0 -0.1 0.123
H -2.234983 1.460454 -1.321474 -0.6 -0.7 1.3 0.406
N -0.059211 3.290431 1.255665 0.4 -0.1 0.0 -0.711
C 1.280019 2.778722 3.299907 0.4 -0.4 0.6 -0.060
C -2.251945 0.144383 5.394212 -0.3 0.4 0.4 -0.951
H -1.351258 -2.500715 5.118101 -0.1 0.1 0.0 0.372
N 3.267121 0.439620 -1.037026 -0.1 -0.5 0.7 0.419
S -0.023426 0.863189 0.094089 -0.6 0.3 0.5 0.159
C -0.760719 -1.743093 4.599325 0.1 0.2 0.4 -0.881
H 0.224175 4.314801 -5.790898 0.1 0.2 0.1 0.373
O -0.265245 4.942531 3.233522 0.1 0.0 -0.1 -0.676
O -1.154421 -2.667390 0.316850 1.3 -0.4 -0.9 -0.569
C -1.931733 -0.255812 3.098888 1.7 -1.4 -0.1 -0.124
C -4.069761 0.704093 -2.316556 -0.2 0.4 -1.5 -1.699
H 3.230563 2.152098 0.142678 0.2 -0.2 0.2 0.296
H 1.585185 -3.956088 -1.954759 -0.1 -0.1 0.1 0.160
C 2.041817 2.731142 4.449937 0.1 -0.2 0.2 -0.537
N -1.568649 -0.563786 4.340581 -1.2 0.6 -1.6 0.441
H -4.631984 -0.226715 -2.304918 0.0 -0.1 0.0 0.417
C 0.038875 3.455352 -5.163792 -0.1 0.2 -0.6 -0.354
H 2.577868 -0.655820 4.437590 0.0 0.5 -0.2 0.503
H -0.406237 -2.136473 3.661753 0.1 -0.1 -0.2 0.206
H -4.761832 1.431992 -1.864070 0.6 0.1 -0.1 0.337
H 2.753141 0.630430 -3.021858 0.5 0.4 0.0 0.301
H 1.358432 -0.421337 2.225462 0.1 0.0 0.3 0.445
H -3.234318 -2.551197 -2.119197 -0.3 -0.2 -0.6 0.361
H -1.577908 0.276459 6.236387 0.0 0.1 0.1 0.336
H 3.087851 1.375033 5.775286 -0.1 0.0 -0.1 0.434
C -2.794980 0.532583 -1.529833 -1.3 0.7 -1.9 0.092
S 0.699455 4.218933 2.452575 -0.4 -1.4 -0.6 1.221
C 0.345786 -0.108944 -3.289499 -1.6 -0.4 2.4 -0.121
H -2.654830 0.534968 2.882705 0.1 0.0 0.5 0.473
C 1.048045 -4.793105 -1.503798 0.2 -0.1 -0.1 -0.824
O 1.846666 4.919278 1.926378 -0.6 -0.2 0.0 -0.656
H 1.745254 -5.380813 -0.903347 0.0 0.1 0.0 0.319
H -2.886306 -1.275673 -3.409365 -0.1 -0.4 0.9 0.426
H -1.780749 -4.694252 0.422095 0.5 -0.3 -0.2 0.233
H -1.626448 -2.257542 -2.700474 0.0 0.2 0.6 0.386
Ga -2.225184 -0.940430 0.501711 1.3 -0.8 -0.5 0.247
C 3.348285 1.147706 -2.285404 0.9 -0.1 -0.6 -0.968
H 0.088669 -1.457013 5.214352 0.1 0.0 0.1 0.321
H 0.083010 2.413543 -1.891793 0.4 0.0 -0.3 0.218
C 3.707184 1.159106 0.134741 -0.2 0.5 0.0 -0.849
C -0.155552 1.222137 -3.688276 0.0 -0.3 -0.2 0.847
C -2.568212 -1.748953 -2.446052 -1.4 -0.3 0.3 -1.888
C 2.221916 0.329672 4.103528 0.3 -0.3 0.3 -1.041
C 0.216954 1.995871 1.359062 -0.1 1.6 -1.3 -0.634
H 4.799781 1.289433 0.079027 -0.2 0.1 0.1 0.366
O 1.406070 -0.378190 -2.744336 -2.8 -0.4 -1.6 -0.475
H 2.258861 3.653250 4.998528 0.0 -0.4 -0.1 0.430
H -0.465263 -0.874307 -3.322437 0.7 -0.1 -0.8 0.040
C 2.796995 -0.829445 -0.957347 0.0 -0.8 0.8 -0.131
H -0.414678 -5.850419 0.675178 -0.2 0.1 0.0 0.338
H -3.918386 0.946732 -3.392532 -0.2 0.3 0.5 0.305
C -0.605050 1.174842 -5.021757 0.8 0.0 0.3 -0.557
H 0.662057 -5.438716 -2.291531 -0.1 0.0 -0.1 0.349
H -2.540673 1.121113 4.998485 0.1 0.0 0.3 0.332
C 0.208028 3.555200 -3.775786 -0.4 -0.6 0.1 -0.878
C 0.031553 2.424800 -2.982107 0.6 -0.3 -1.0 0.036
C 2.500394 1.468463 4.864735 -0.2 0.2 0.0 -0.830
H -0.937098 0.206854 -5.410421 0.3 0.3 -0.1 0.387
H -0.562098 2.227252 -6.896831 -0.1 0.4 0.5 0.378
H -1.349013 -5.914339 -0.830844 0.0 0.0 0.1 0.341
H 4.363759 1.178809 -2.674936 0.4 0.4 0.2 0.349
H 2.923251 2.144987 -2.172900 0.2 0.1 0.1 0.323
H 3.018118 -1.416633 -1.868465 -0.2 0.1 0.4 0.478
C -0.233902 -3.006273 -0.501809 -1.4 0.7 1.2 0.721
C 0.975605 1.638522 2.554304 0.9 0.5 1.0 1.065
H 0.546809 4.453883 -3.278467 -0.3 0.3 -0.3 0.477
C -2.455489 -0.746613 -1.317208 2.3 1.2 -2.1 0.694
H -3.166760 -0.367861 5.715386 0.3 -0.1 0.0 0.312
N -0.034362 -4.299838 -0.684636 -0.2 0.3 -0.1 0.228
C -0.413313 2.298468 -5.813687 -0.2 0.1 0.5 -0.642
O 2.221266 -1.357300 0.009699 1.3 0.5 -0.8 -0.529
```
Positions in Å, forces in eV/Å.

The value obtained for the lowest unoccupied orbital energy is 0.09 eV. The value obtained for the total energy is -133426.7675 eV. The value obtained for the highest occupied orbital energy is -7.275 eV. The calculation puts the energy above the lowest of the compared OMol25 structures with the same formula, charge and spin at 1.424 eV.

=====

Entry 2:
Here is a molecular structure, C27H38ClN4O8V in a non-equilibrium geometry from OMol25. Energies are from wB97M-V/def2-TZVPD.

Geometry as XYZ:
```
79
Properties=species:S:1:pos:R:3:forces:R:3:mulliken_spin:R:1
H 1.428531 4.143461 -3.725483 -1.0 -0.2 -0.3 0.000
O -1.459558 -0.989220 2.173255 0.3 -0.5 -1.8 0.002
C -1.676810 3.440446 -5.084432 0.2 0.3 -0.1 0.005
H 1.093573 0.528839 -3.578389 0.3 -0.9 1.4 0.020
H 1.740378 2.837036 1.497990 0.6 -0.7 0.3 0.001
O -4.122164 -6.983394 -0.499107 -0.6 1.6 2.1 0.000
C 2.113488 0.557394 -1.573360 1.7 4.8 -5.7 -0.068
H -0.325954 3.444792 0.973732 0.2 -0.7 0.6 0.000
C 1.118891 -2.780833 1.483037 0.5 1.2 -1.2 0.005
C -3.948035 -4.874482 0.432315 0.6 1.2 1.1 0.000
H -0.156032 -4.864488 0.803135 0.0 -0.1 0.4 0.000
H -1.707950 4.045579 -0.506687 -0.7 0.2 0.2 0.000
H 4.359915 0.464878 2.425540 -0.1 0.5 0.3 0.000
C 0.043069 -4.904133 1.885971 0.2 -0.3 -0.4 0.000
N 0.498136 -3.589987 2.317700 0.3 -0.3 0.8 0.003
H 1.505399 3.187209 -1.432991 -1.8 -1.3 -0.1 0.007
C -2.553730 3.444275 -0.171446 -1.2 0.7 0.5 -0.001
C -3.158859 -4.430569 -0.619740 0.3 0.1 -0.1 0.000
H 4.035022 -0.275942 -3.239698 -0.4 -0.2 -0.4 -0.001
H 3.359164 0.256283 -4.799390 -0.6 0.1 0.7 0.019
O -4.978420 -6.662365 1.504988 1.1 1.0 -1.8 0.000
O -0.532867 2.650677 -0.956989 4.4 -1.3 -1.7 -0.029
H 4.046001 1.627605 -2.185429 -0.8 -0.8 0.7 -0.013
C -0.431756 4.053429 -4.953984 0.5 -0.2 0.1 -0.003
C -3.093777 1.679152 1.403896 -1.9 -1.0 0.3 0.000
H 1.470916 -3.750070 4.190200 -0.2 0.2 -0.2 0.000
C 2.002654 0.328699 -2.942461 -0.5 0.2 -1.6 0.253
H 5.416766 1.867952 2.849511 -0.4 -0.2 0.0 0.000
C -2.447205 -2.487796 0.712670 -0.5 -1.3 -0.8 0.000
V 1.592745 -0.339867 -0.165306 -3.8 -2.8 4.1 1.772
H 2.616565 4.237371 2.850234 0.1 -0.1 0.1 0.000
C 2.480376 2.028295 1.721915 -0.2 -0.6 -0.4 0.013
O 2.466791 0.943893 1.094309 0.2 0.9 1.4 -0.013
C -1.170529 1.966299 -3.281612 -0.8 -0.5 0.4 -0.002
H -1.757087 -2.907180 -1.282463 -0.1 -0.2 0.2 0.000
C -3.367872 -2.915361 1.724348 0.4 0.2 -0.7 0.000
H -1.469269 1.171060 -2.549844 0.4 0.8 -0.8 0.006
H 1.384851 -3.240982 0.491866 -0.6 0.4 0.7 -0.006
C 0.471638 2.658463 -1.690032 -0.5 2.1 0.9 0.001
N 3.387533 2.310410 2.662816 -0.8 0.3 -1.0 0.007
C 3.097501 -0.233327 -3.831126 1.3 0.3 0.4 -0.045
H -2.990603 2.906276 -1.033404 0.2 0.3 0.2 0.000
H -0.108839 4.853366 -5.632588 -0.3 -0.4 0.3 0.000
C -0.756704 2.412663 1.140052 -2.8 2.6 -0.6 0.000
H 0.796280 -5.690282 2.075404 -0.3 0.3 0.0 0.000
H -4.790793 -4.431206 2.385054 0.5 0.2 -0.4 0.000
C 0.046738 2.647648 -3.086376 -0.8 -0.9 -0.1 0.011
O -0.182313 1.475331 1.589423 0.7 -0.8 0.9 0.006
H 3.366206 3.575022 4.338912 -0.1 0.0 -0.4 0.000
H 4.399709 4.129626 2.998703 -0.4 -0.2 0.0 0.000
H -3.829352 2.297296 1.973712 0.3 -0.4 -0.2 0.000
H -3.038353 1.894359 -4.278824 0.2 0.3 -0.3 0.000
C 4.432517 1.391461 3.015287 0.7 -0.5 0.5 0.000
N -4.384728 -6.242154 0.488457 -1.0 -2.9 -0.8 0.000
H 4.062608 0.701934 -0.661111 0.7 0.3 0.3 0.001
O -0.694215 -0.896442 0.029957 0.5 -0.4 -0.4 -0.018
H -0.312742 -3.844026 4.221841 0.5 0.5 -0.2 0.000
H 4.361009 1.155851 4.093225 0.0 0.0 -0.5 0.000
C 0.551799 -3.328114 3.749404 -0.8 -0.7 0.3 0.000
C 3.441143 3.636171 3.240760 0.2 0.3 0.4 -0.001
C -4.114809 -4.080680 1.592158 0.2 -0.3 -0.4 0.000
H 2.852603 -1.279782 -4.106691 -0.2 0.5 0.4 0.018
C 0.447707 3.646144 -3.920630 0.5 0.9 -0.9 0.001
H 3.352111 2.332107 -0.796366 -0.6 -0.4 0.3 -0.005
C -1.437060 -1.345060 0.963127 -0.5 0.7 2.6 -0.011
Cl 1.891613 -2.141454 -1.560577 0.1 -1.1 0.5 -0.006
N -2.137890 2.511526 0.826282 3.1 0.4 0.7 0.000
C -2.412104 -3.253280 -0.480832 -0.2 0.6 0.7 0.001
H -3.325742 4.103618 0.252826 0.0 0.0 -0.2 0.000
H 0.497681 -2.266090 3.926060 -0.1 0.3 0.0 0.000
C -2.070564 2.397211 -4.237976 0.7 -0.5 0.2 0.000
H -2.358116 3.767123 -5.856759 0.0 0.1 -0.1 0.000
H -3.082880 -5.026562 -1.521438 0.1 0.0 0.2 0.000
H -3.668027 1.170311 0.594930 0.1 0.0 0.5 0.000
H -0.886394 -5.173119 2.410770 0.3 0.2 -0.2 0.000
H -3.475472 -2.344755 2.635372 0.2 0.2 -0.1 0.000
O 1.410334 -1.569641 1.701158 0.4 -1.9 -0.2 -0.008
C 3.443595 1.349157 -1.266262 1.1 -0.6 -1.3 0.079
H -2.667985 0.914944 2.067509 0.1 0.3 -0.3 0.000
```
Positions in Å, forces in eV/Å.

The value obtained for the lowest unoccupied orbital energy (spin up / spin down) is -0.42 / -0.40 eV. The value obtained for the total energy is -89158.4574 eV. The value obtained for the highest occupied orbital energy (spin up / spin down) is -7.579 / -7.911 eV. Its spin multiplicity is 3.

=====

Entry 3:
Here is a molecular structure, C27H38ClP2Ru in a non-equilibrium geometry from OMol25. Energies are from wB97M-V/def2-TZVPD.

Geometry as XYZ:
```
69
Properties=species:S:1:pos:R:3:forces:R:3:mulliken_spin:R:1
H 1.551840 -4.094224 -4.840730 0.0 0.3 0.2 0.001
H 0.890009 2.516024 4.835642 -0.2 0.2 -0.1 -0.001
H 1.127158 2.557533 -1.011529 0.2 0.1 0.0 -0.005
Cl -2.459931 1.642074 -0.214960 0.7 -0.6 0.2 0.268
H 2.597990 1.097267 1.271254 -0.1 0.1 0.0 -0.008
C -0.228528 -4.152850 -0.628025 0.0 0.0 -0.2 0.006
H -3.111024 -2.628630 -2.046494 0.0 0.4 -0.1 -0.005
C 2.132073 1.479546 2.189593 -0.2 0.0 -0.1 0.018
C 1.720507 -3.287187 -4.127047 1.5 0.5 -0.1 -0.100
H -0.681076 3.564983 0.389349 0.3 0.1 0.2 0.014
H 0.964386 -0.108841 0.395139 0.5 -0.3 0.1 -0.054
C -1.414948 -0.013016 -3.433926 -0.1 0.9 -0.2 0.138
H 4.157006 -1.159331 -3.046201 -0.2 -0.1 0.0 0.000
H -1.924771 1.509411 4.681540 0.1 -0.2 -0.2 0.000
C -1.288266 1.135332 3.866950 -0.1 -0.1 0.0 -0.005
H 1.099543 4.332037 -1.083530 0.1 -0.3 0.1 0.001
H -4.395001 0.133519 -5.093522 0.4 -0.2 0.4 0.001
H -2.440649 -6.318027 0.811586 0.1 0.2 -0.1 0.000
H 3.045277 3.469918 1.944316 0.0 -0.3 0.3 0.001
H -0.220029 4.938118 2.368764 0.3 0.1 -0.3 0.001
C -2.906487 -1.744768 -2.650893 -0.8 0.1 0.0 -0.004
C -2.014673 -5.377232 0.464564 0.0 0.2 -0.1 0.009
C 2.981940 -2.693172 -4.017726 -1.4 -3.6 -2.8 0.518
H 3.049264 -0.105712 3.359453 -0.2 0.1 -0.1 0.000
H 1.552797 4.910851 2.063592 -0.5 0.0 -0.2 0.000
C -2.691974 -4.179059 0.697145 0.1 0.4 0.0 0.005
H -0.318374 -3.291894 -3.427106 0.4 0.2 0.1 0.042
H 3.810096 -3.046956 -4.636546 -0.4 0.1 0.2 0.022
H 3.988499 2.302535 2.876591 -0.2 0.0 0.0 0.000
H -1.385045 2.983720 2.805762 0.1 -0.1 -0.1 -0.003
C -0.594239 2.341084 3.220614 -0.4 -0.4 0.2 0.015
H 0.443393 5.683933 0.912842 0.0 -0.2 0.1 0.004
H 2.349742 3.535505 -0.106493 -0.3 -0.2 -0.2 -0.004
C -2.385308 0.422787 -4.335119 0.1 -0.1 -0.1 -0.032
H -1.931721 0.610615 3.150422 0.1 0.0 0.2 -0.002
H -0.578914 3.476840 5.042776 0.1 -0.2 -0.2 0.003
C 2.052387 0.319440 3.190802 0.1 -0.1 0.1 0.007
H -0.053214 -0.642039 1.073352 0.1 0.5 -0.2 -0.025
C -3.878327 -1.305627 -3.553030 0.3 -0.5 0.4 0.051
C -1.697031 -1.048466 -2.535717 0.1 -0.4 0.9 0.129
P 0.399419 1.932161 1.702247 0.8 2.1 1.7 0.070
C 3.188516 -1.651328 -3.112258 0.2 3.1 2.8 0.396
C 2.155805 -1.229479 -2.259533 -0.5 -0.3 -0.2 -0.009
C 0.555458 4.835038 1.600822 0.0 0.1 0.0 0.017
H 2.591004 3.068506 3.634757 0.2 -0.1 -0.4 -0.001
C -0.784135 -5.362608 -0.195482 0.1 0.3 0.0 0.014
C 0.159374 3.135207 4.302317 0.1 0.3 0.1 0.008
C -3.628685 -0.214387 -4.390259 0.3 0.5 -0.1 0.103
Ru -0.428181 0.530444 0.059507 -1.6 1.0 -0.1 2.286
C -0.964218 -2.960423 -0.503495 -0.1 0.1 1.1 0.033
H -2.661807 -2.019068 0.432472 -0.1 -0.4 -0.1 0.001
H -2.166859 1.261387 -4.994189 -0.1 -0.2 0.1 0.001
H -4.835702 -1.824419 -3.606108 0.3 0.1 0.0 0.001
H -0.434869 0.469359 -3.401549 -0.2 0.0 0.0 -0.016
H 1.409355 -0.489453 2.809554 0.2 0.1 0.2 0.002
C 0.909325 -1.864645 -2.329777 1.4 3.8 3.8 0.396
H 0.780384 -4.147984 -1.054246 -0.4 0.0 0.0 -0.003
H -0.247354 -6.293396 -0.375740 -0.1 0.3 0.1 0.001
H 0.648055 4.041928 3.928290 -0.1 -0.4 0.2 0.000
H -0.573994 0.429300 4.309087 -0.2 0.1 -0.2 0.000
H 2.277265 -0.412297 -1.544261 0.3 -0.3 -0.3 0.016
C 0.353562 3.558048 0.774539 -0.1 -0.4 -0.2 0.038
C 1.298265 3.474359 -0.421832 0.0 0.5 -0.1 0.020
P -0.431071 -1.355346 -1.196493 -0.5 -3.7 -3.7 0.049
C 0.676097 -2.852101 -3.303380 -1.3 -2.7 -2.6 0.545
H -3.642850 -4.167876 1.226404 0.2 -0.1 0.0 0.000
C 2.971390 2.664449 2.686353 0.1 0.0 0.2 0.008
H 1.670759 0.650008 4.164889 0.1 -0.1 -0.3 0.000
C -2.158687 -2.971428 0.233910 0.0 -0.2 -0.1 0.014
```
Positions in Å, forces in eV/Å.

The value obtained for the lowest unoccupied orbital energy (spin up / spin down) is -7.00 / -10.26 eV. The value obtained for the total energy is -62276.3087 eV. The value obtained for the highest occupied orbital energy (spin up / spin down) is -10.732 / -14.775 eV. Its spin multiplicity is 6. Its total charge is +2.